1.
The following is a quantum chemistry calculation of a single C2H4N2O2 molecule in a non-equilibrium geometry, from the Open Molecules 2025 dataset.

2S+1	1
HOMO energy (alpha / beta)	-10.003 / -10.014	eV
energy relative to the best compared isomer or geometry (same formula, charge and spin)	186.8	kcal/mol
SMILES	C/C=N/[N+](=O)[O-]
max |F|	9.24	eV Å⁻¹
gap between HOMO and LUMO (alpha / beta)	0.3016 / 0.3025	Ha

Geometry as XYZ:
```
10
Properties=species:S:1:pos:R:3:forces:R:3:mulliken_charge:R:1
C -1.61327 -0.24370 0.17302 -0.4 1.0 -0.6 -0.936
C -0.37867 0.29894 -0.36825 5.9 -5.2 4.9 0.149
N 0.88172 -0.62644 0.13436 -7.3 4.3 -3.2 -0.388
N 2.07699 0.03030 -0.02619 2.0 0.9 1.6 0.966
O 2.18784 1.19006 0.33758 -1.0 0.9 -0.6 -0.549
O 3.05899 -0.64907 -0.20843 -0.1 -1.1 -1.0 -0.562
H -1.35914 -1.22414 0.37387 -0.1 -2.3 0.6 0.339
H -2.35756 -0.15842 -0.58817 -0.8 -0.2 -0.7 0.310
H -2.11468 0.17912 1.05958 0.9 0.4 -0.1 0.292
H -0.38221 1.20335 -0.88736 1.0 1.3 -1.0 0.378
```
Positions in Å, forces in eV/Å.

***

2.
The following is a quantum chemistry calculation of 2 unconnected molecules or ions with the total composition C2H4N2O2 in a non-equilibrium geometry, from the Open Molecules 2025 dataset.

2S+1	1
HOMO energy	-9.665	eV
energy relative to the best compared isomer or geometry (same formula, charge and spin)	89.3	kcal/mol
SMILES	[H]/N=C/O.N=C=O
max |F|	5.87	eV Å⁻¹
gap between HOMO and LUMO	0.3577	Ha

Geometry as XYZ:
```
10
Properties=species:S:1:pos:R:3:forces:R:3:mulliken_charge:R:1
H -0.08949 -1.37847 -0.53314 -0.7 -1.8 0.2 0.216
N -0.68745 -0.79292 0.02340 0.8 0.2 3.7 -0.637
C -0.20843 -0.75895 1.24580 -0.1 -0.6 -1.1 0.064
O -0.26697 0.41381 1.94685 -1.2 -2.4 -1.5 -0.450
H 0.24614 -1.63446 1.75989 0.1 1.0 -0.2 0.337
H -0.76252 0.81273 1.20395 0.0 1.6 0.5 0.463
N 0.86965 1.01577 -0.66774 0.4 -1.8 -2.7 -0.550
C 0.37593 0.29664 -1.61521 -2.2 5.3 1.2 0.658
O -0.46642 0.03539 -2.39949 2.5 -1.1 0.2 -0.354
H 0.98955 1.99044 -0.96431 0.4 -0.4 -0.2 0.253
```
Positions in Å, forces in eV/Å.

***

3.
The following is a quantum chemistry calculation of a single C2H4N2O2 molecule in a non-equilibrium geometry, from the Open Molecules 2025 dataset.

2S+1	1
HOMO energy	-9.891	eV
energy relative to the best compared isomer or geometry (same formula, charge and spin)	48.3	kcal/mol
SMILES	NN(C=O)C=O
max |F|	1.99	eV Å⁻¹
gap between HOMO and LUMO	0.3895	Ha

Geometry as XYZ:
```
10
Properties=species:S:1:pos:R:3:forces:R:3:mulliken_charge:R:1
N 0.02495 1.45064 -0.18658 -1.5 -0.8 0.0 -0.576
N 0.02036 0.01478 -0.19524 -0.5 1.5 0.3 0.345
C 1.19720 -0.61193 -0.02904 0.5 -1.9 -0.3 0.141
O 2.25825 -0.06900 0.03961 0.7 0.6 0.2 -0.506
C -1.16804 -0.65554 -0.09057 -1.4 -0.2 -0.1 0.158
O -2.21729 -0.05341 0.08700 1.1 -1.0 -0.3 -0.546
H 0.79510 1.73615 0.40758 -0.1 0.0 0.2 0.254
H -0.92172 1.70243 0.19269 1.3 -0.2 -0.3 0.287
H 1.08288 -1.72095 0.02003 0.0 0.4 0.0 0.211
H -1.07170 -1.79318 -0.24548 -0.1 1.5 0.4 0.231
```
Positions in Å, forces in eV/Å.

***

4.
The following is a quantum chemistry calculation of a single C2H4N2O2 molecule, from the Open Molecules 2025 dataset.

2S+1	1
HOMO energy	-10.286	eV
energy relative to the best compared isomer or geometry (same formula, charge and spin)	4.3	kcal/mol
SMILES	NC(=O)NC=O
max |F|	0.43	eV Å⁻¹
gap between HOMO and LUMO	0.3988	Ha

Geometry as XYZ:
```
10
Properties=species:S:1:pos:R:3:forces:R:3:mulliken_charge:R:1
N 0.08208 -1.11385 -1.42471 0.0 -0.1 0.0 -0.406
C -0.47621 -0.22423 -0.54795 -0.2 0.1 0.0 0.581
O -1.61717 0.18310 -0.62556 0.4 -0.2 0.0 -0.580
N 0.40340 0.21851 0.44405 0.2 0.1 0.1 -0.147
C 0.04590 1.14947 1.40091 0.1 0.1 0.2 0.064
O 0.83463 1.56192 2.21893 -0.3 -0.1 -0.3 -0.535
H -0.55787 -1.54345 -2.07554 0.1 0.1 0.1 0.256
H 0.91384 -1.63397 -1.18748 -0.2 0.1 0.0 0.207
H 1.37981 -0.05178 0.46993 -0.2 0.0 -0.1 0.220
H -1.00840 1.45427 1.32742 0.2 0.0 0.0 0.340
```
Positions in Å, forces in eV/Å.

***

5.
The following is a quantum chemistry calculation of 2 unconnected molecules or ions with the total composition C2H4N2O2 in a non-equilibrium geometry, from the Open Molecules 2025 dataset.

2S+1	1
HOMO energy	-9.948	eV
energy relative to the best compared isomer or geometry (same formula, charge and spin)	209.8	kcal/mol
max |F|	8.68	eV Å⁻¹
gap between HOMO and LUMO	0.3518	Ha

Geometry as XYZ:
```
10
Properties=species:S:1:pos:R:3:forces:R:3:mulliken_charge:R:1
C -0.43212 0.56166 -0.03158 3.6 1.6 0.5 0.215
C 1.09366 0.84896 0.02714 0.2 2.5 -0.4 -0.062
H -2.48667 -1.22949 0.61956 -0.6 3.7 -4.7 0.415
H -1.06597 1.49476 -0.28849 1.0 -1.8 0.3 0.321
H 1.08894 2.13711 0.22241 1.2 -4.0 -1.0 0.206
H 0.94865 -1.65325 0.08292 -0.1 1.5 -0.1 0.374
N -0.91601 -0.58751 0.14150 -0.3 1.9 -2.0 -0.364
N 2.16800 0.10709 -0.27906 -5.0 -0.1 2.5 -0.243
O -2.24798 -0.35978 -0.37698 -1.6 -6.1 6.0 -0.443
O 1.84950 -1.31955 -0.11741 1.7 0.7 -0.9 -0.418
```
Positions in Å, forces in eV/Å.

***

6.
The following is a quantum chemistry calculation of a single C2H4N2O2 molecule in a non-equilibrium geometry, from the Open Molecules 2025 dataset.

2S+1	1
HOMO energy	-9.919	eV
energy relative to the best compared isomer or geometry (same formula, charge and spin)	113.4	kcal/mol
SMILES	[H]/N=C/N(O)C=O
max |F|	5.40	eV Å⁻¹
gap between HOMO and LUMO	0.3744	Ha

Geometry as XYZ:
```
10
Properties=species:S:1:pos:R:3:forces:R:3:mulliken_charge:R:1
H 1.22520 0.33731 -2.48210 0.6 1.3 -0.7 0.231
N 0.73700 -0.10224 -1.75263 -1.7 -0.6 2.5 -0.619
C 0.51780 0.48896 -0.64093 1.9 0.2 1.0 0.200
N 0.10141 -0.21265 0.50951 -3.0 -3.7 -2.6 0.027
O -0.55294 -1.57429 0.10757 1.2 1.1 -1.8 -0.519
C -0.77618 0.35735 1.51046 3.1 -1.1 0.3 0.256
O -0.85139 1.55989 1.50155 -1.2 -1.1 1.2 -0.468
H 0.88576 1.43884 -0.14682 -0.3 -0.3 -1.7 0.266
H -0.44239 -1.72606 -0.96143 0.2 1.4 3.7 0.372
H -0.84427 -0.56709 2.35483 -0.9 2.8 -1.8 0.253
```
Positions in Å, forces in eV/Å.

***

7.
The following is a quantum chemistry calculation of a single C2H4N2O2 molecule in a non-equilibrium geometry, from the Open Molecules 2025 dataset.

2S+1	1
HOMO energy	-10.227	eV
energy relative to the best compared isomer or geometry (same formula, charge and spin)	31.5	kcal/mol
SMILES	[H]/N=C(/O)NC=O
max |F|	1.83	eV Å⁻¹
gap between HOMO and LUMO	0.4010	Ha

Geometry as XYZ:
```
10
Properties=species:S:1:pos:R:3:forces:R:3:mulliken_charge:R:1
H 2.13552 -0.82481 -0.97856 -0.4 -0.3 -0.4 0.173
N 1.91384 -0.28149 -0.16768 -0.1 -0.3 -0.5 -0.732
C 0.71740 0.02762 0.14910 0.5 -0.3 -0.4 0.714
O 0.71090 0.76170 1.26570 0.5 -0.1 -0.1 -0.551
N -0.49101 -0.26414 -0.45230 0.1 0.0 0.0 -0.132
C -1.75389 0.13823 -0.03406 -0.1 0.0 -0.1 0.073
O -2.75604 -0.15125 -0.64121 0.5 0.1 0.3 -0.515
H 1.72453 0.67980 1.26691 -1.0 0.9 1.3 0.431
H -0.46800 -0.81940 -1.29794 0.0 0.1 0.1 0.206
H -1.73324 0.73376 0.89005 0.0 0.0 -0.1 0.334
```
Positions in Å, forces in eV/Å.

***

8.
The following is a quantum chemistry calculation of 2 unconnected molecules or ions with the total composition C2H4N2O2 in a non-equilibrium geometry, from the Open Molecules 2025 dataset.

2S+1	1
HOMO energy	-8.501	eV
energy relative to the best compared isomer or geometry (same formula, charge and spin)	68.7	kcal/mol
max |F|	3.80	eV Å⁻¹
gap between HOMO and LUMO	0.3388	Ha

Geometry as XYZ:
```
10
Properties=species:S:1:pos:R:3:forces:R:3:mulliken_charge:R:1
C 0.88889 -0.56968 0.78754 0.6 2.5 1.3 -0.406
C -1.56613 -0.31162 -0.54376 -0.6 -0.1 0.6 0.687
N 1.39089 0.73373 0.76049 -1.2 -3.3 1.4 -0.218
N -1.42057 0.86516 -0.37335 1.2 -0.1 0.8 -0.474
O 1.06156 -1.15342 -0.36537 -0.5 -1.4 -1.5 -0.363
O -1.70888 -1.45230 -0.54214 0.0 -1.6 -0.4 -0.425
H 1.11254 1.21427 1.61228 0.5 0.2 -0.8 0.294
H 1.68135 1.19551 -0.07100 0.2 0.5 -0.5 0.217
H 0.52439 -2.00097 -0.38543 1.1 1.4 0.3 0.440
H -1.96404 1.47932 -0.87926 -1.2 1.8 -1.2 0.250
```
Positions in Å, forces in eV/Å.

***

9.
The following is a quantum chemistry calculation of a molecular structure, C2H4N2O2 in a non-equilibrium geometry, from the Open Molecules 2025 dataset.

2S+1	1
HOMO energy	-9.837	eV
energy relative to the best compared isomer or geometry (same formula, charge and spin)	133.2	kcal/mol
max |F|	4.57	eV Å⁻¹
gap between HOMO and LUMO	0.3871	Ha

Geometry as XYZ:
```
10
Properties=species:S:1:pos:R:3:forces:R:3:mulliken_charge:R:1
C 1.54759 -0.09349 0.25842 1.1 -0.7 0.4 0.130
C -1.37061 0.69688 -0.47589 0.0 1.3 -1.1 0.032
N -1.10659 -0.62041 -0.06918 3.2 -3.3 -0.2 -0.225
N 0.62876 -1.04250 0.07169 -3.9 1.4 -0.9 -0.217
O 1.44314 1.09264 0.08729 -0.2 0.7 -0.1 -0.552
O -1.46625 0.29837 0.85437 -0.3 0.8 1.6 -0.243
H 2.52080 -0.55443 0.54384 -0.1 0.1 0.1 0.320
H -0.56344 1.36991 -0.72515 0.1 -0.1 0.1 0.271
H -2.31772 0.82199 -0.99674 0.1 0.0 0.0 0.231
H 0.68431 -1.96897 0.45134 0.0 -0.1 0.2 0.253
```
Positions in Å, forces in eV/Å.

***

10.
The following is a quantum chemistry calculation of a single C2H4N2O2 molecule in a non-equilibrium geometry, from the Open Molecules 2025 dataset.

2S+1	1
HOMO energy	-9.978	eV
energy relative to the best compared isomer or geometry (same formula, charge and spin)	36.7	kcal/mol
SMILES	[H]/N=C(/N)OC=O
max |F|	3.70	eV Å⁻¹
gap between HOMO and LUMO	0.3939	Ha

Geometry as XYZ:
```
10
Properties=species:S:1:pos:R:3:forces:R:3:mulliken_charge:R:1
H 0.41084 1.53568 -0.17685 -0.1 0.5 -0.3 0.350
N -0.60135 1.43341 -0.22258 -0.1 0.2 0.5 -0.692
C -0.83056 0.22615 -0.05276 1.0 -0.7 -0.4 0.520
N -1.96975 -0.46087 0.14587 -0.5 -2.0 0.4 -0.410
O 0.19018 -0.83832 -0.20911 -2.8 -0.7 -0.2 -0.311
C 1.44726 -0.61372 -0.07995 1.0 3.4 0.9 0.248
O 1.86699 0.45739 0.33792 0.8 -1.6 -0.4 -0.596
H -1.81192 -1.46987 0.33033 -0.4 1.3 -0.3 0.243
H -2.77934 -0.06617 0.59458 0.3 0.4 -0.1 0.260
H 2.02062 -1.43457 -0.44523 0.8 -0.8 -0.1 0.388
```
Positions in Å, forces in eV/Å.